The following is a DFT calculation (ωB97M-V/def2-TZVPD) of a structure of composition C20H33F5N6O3S5SbTi.

Its energy above the lowest of the compared OMol25 structures with the same formula, charge and spin is 20.5 kcal/mol. As for the charge: -2. For the LUMO energy (spin up / spin down), the calculation gives 0.1485 / 0.1486 Ha. For the highest occupied orbital energy (spin up / spin down), the calculation gives -0.054 / -0.064 Eh. The calculation puts the energy at -4916.32191 Ha. Its HOMO-LUMO gap (spin up / spin down) is 5.5 / 5.8 eV. Its multiplicity is 2.

XYZ file:
```
74
Properties=species:S:1:pos:R:3:forces:R:3:mulliken_charge:R:1
Sb 0.9613 0.7544 3.5874 -0.1692 -0.1094 0.3599 0.5928
Ti 1.4195 0.9635 0.4150 -1.2119 0.9995 -0.3076 0.7117
S 1.8817 -1.0979 4.6064 -0.0028 0.0630 -0.0097 -0.7213
S -0.3925 -0.0161 1.7466 0.2208 0.1021 0.4287 -0.4253
S 2.5999 2.0543 2.4395 -0.1950 -0.4176 -0.0339 -0.6434
S -0.3259 -3.5678 1.1739 -0.4923 -0.0409 -0.6613 0.8524
S -0.3867 2.1051 4.8553 -0.0052 0.0332 -0.0082 -0.7840
F 4.3374 5.7568 -3.2744 0.0206 0.0030 -0.0112 -0.3315
F 4.7285 1.0069 -0.6524 -0.1402 0.0576 -0.0120 -0.2870
F 6.9097 2.1461 -1.6919 0.0288 -0.0077 0.0088 -0.3341
F 2.1206 4.6382 -2.2534 -0.0806 -0.0070 0.0165 -0.3208
F 6.7700 4.5260 -3.0141 0.0204 0.0430 -0.0207 -0.3414
O -1.3033 -4.4965 0.4785 0.3179 0.2098 0.2773 -0.8444
O 2.2348 2.2482 -0.9354 0.4483 0.2324 -0.1442 0.1062
O 2.4707 -0.7033 0.9978 0.5739 -0.3504 0.0971 0.0023
N -2.0154 1.4852 -1.1269 0.0295 0.1484 0.0138 -0.1587
N 3.9912 -2.2453 0.4582 0.0730 0.0852 0.0266 -0.3230
N 0.1786 2.9798 0.6155 0.2084 -0.1986 -0.3278 -0.0463
N -3.3662 0.7269 0.5574 -0.0019 -0.1316 -0.0021 0.1343
N -1.0870 3.2788 1.2572 0.0665 -0.0075 0.0307 -1.0266
N -4.0896 0.4509 -1.6615 0.0960 0.0571 -0.0475 0.2293
C 4.5852 2.1886 -1.2820 0.4229 -0.0431 -0.0755 0.0073
C -2.2157 -2.9666 3.0364 0.0124 -0.0145 -0.0274 -1.0718
C 1.2296 -0.4272 -1.3332 0.2709 -0.3927 0.2400 -0.8983
C 2.5189 -1.2728 -1.2996 -0.1615 0.0131 -0.1825 -1.0905
C -3.9701 0.8077 -3.0593 -0.0507 0.0318 0.0742 -0.6968
C -4.4716 -0.0328 1.1158 0.0347 0.0222 -0.0177 -0.4492
C -0.8020 -3.5086 2.8975 -0.0244 -0.0389 0.2097 -0.2188
C 5.6584 3.9700 -2.4900 -0.0050 -0.0620 0.0242 0.5524
C -1.7614 1.7526 -2.5267 -0.0031 -0.0730 0.0506 -0.5316
C -5.3985 0.1179 -1.1516 0.0155 0.0272 -0.0146 -0.6942
C 5.7234 2.7657 -1.8168 -0.0754 -0.0275 0.0333 0.1105
C -5.2297 -0.7953 0.0458 0.0186 -0.0770 0.0049 -0.7024
C -2.5035 0.7964 -3.4449 0.0083 -0.0708 -0.0424 -0.8027
C -3.1068 0.9100 -0.7840 -0.2031 -0.0948 0.1690 0.2434
C 3.3157 2.7736 -1.3989 -0.4629 -0.0404 0.1591 -0.1317
C 2.9985 -1.3834 0.1218 0.0018 -0.0131 -0.2026 0.5813
C 2.1044 -4.1353 2.4833 -0.0005 0.0167 0.0177 -0.8603
C 4.4256 4.5830 -2.6219 -0.0701 0.0246 -0.0027 0.1975
C 3.2915 4.0017 -2.0939 0.2160 0.0092 -0.0371 0.0660
C 1.1741 -4.5513 1.3508 0.2005 -0.1087 0.0829 -0.6405
H 1.6747 -4.4521 0.3851 -0.0365 -0.0336 -0.0213 0.3265
H -0.6848 1.6860 -2.7013 0.0089 -0.0099 0.0230 0.0351
H -5.9648 1.0176 -0.8577 -0.0278 -0.0055 -0.0325 0.2569
H 2.2156 -3.0512 2.5643 -0.0357 -0.0086 -0.0333 -0.1153
H -2.1124 -0.2136 -3.2944 0.0171 0.0070 -0.0492 0.2529
H 0.0941 3.2966 -0.3455 -0.0088 0.0706 -0.0130 0.2333
H -4.0756 -0.7183 1.8666 -0.0042 0.0000 0.0152 0.1352
H -1.7347 2.6732 0.7619 -0.0390 -0.0411 0.0304 0.4381
H -1.0079 2.8849 2.1972 -0.0250 0.0299 0.0290 0.1652
H -2.2480 -1.9311 2.6982 0.0216 0.0169 0.0008 -0.0413
H -2.9219 -3.5612 2.4543 0.0066 -0.0145 0.0070 0.3667
H -2.0521 2.7867 -2.7617 0.0214 0.0089 -0.0226 0.3367
H -0.0839 -2.8502 3.4002 0.0054 -0.0324 0.0105 0.0044
H -4.6598 -1.6738 -0.2655 -0.0219 -0.0063 0.0004 0.2926
H -4.4051 1.8003 -3.2606 0.0023 0.0028 -0.0105 0.2572
H -5.1641 0.6433 1.6333 0.0027 0.0208 -0.0119 0.2790
H -0.7227 -4.5312 3.2816 -0.0002 0.0333 0.0500 0.4987
H 0.3710 -1.0831 -1.1561 -0.0260 0.0252 0.0210 0.3286
H -5.9553 -0.3700 -1.9555 0.0101 -0.0325 0.0090 0.4150
H 1.1137 0.0267 -2.3208 0.0039 0.1054 0.0314 0.3030
H 3.3167 -0.7853 -1.8720 0.0421 -0.0052 0.0413 0.3106
H 0.8084 -5.5792 1.4391 0.0512 0.0061 0.0408 0.4997
H 4.6575 -2.4866 -0.2546 -0.0778 -0.1196 -0.0469 0.2174
H 4.3526 -2.1100 1.3924 0.0055 -0.0153 0.0003 0.3274
H -6.1969 -1.1267 0.4302 0.0031 0.0162 0.0084 0.4114
H 1.7335 -4.4727 3.4505 0.0026 -0.0036 -0.0016 0.3924
H -4.5410 0.0783 -3.6418 -0.0010 -0.0072 0.0003 0.4279
H 2.4336 -2.2938 -1.7002 0.0219 -0.0031 -0.0362 0.4135
H 3.0945 -4.5691 2.3263 -0.0070 -0.0123 0.0080 0.3412
H -2.5258 0.7239 1.1396 0.1133 0.1154 -0.2168 -0.2492
H -2.3781 1.0623 -4.4977 -0.0069 0.0267 0.0101 0.4213
H 0.8740 3.5789 1.0502 0.0454 0.0050 0.0306 0.2908
H -2.5084 -2.9875 4.0873 -0.0170 0.0088 -0.0075 0.4161
```
Positions in Å, forces in eV/Å.